Entry 1:
C2H8S4 | ωB97M-V/def2-TZVPD

Geometry as XYZ:
```
14
Properties=species:S:1:pos:R:3
C 0.000 0.000 0.000
S 1.321 -1.068 -0.138
S 0.653 -2.763 0.783
H -0.982 -0.268 -0.426
H 0.379 0.894 -0.524
H -0.135 0.248 1.066
H 0.022 -3.226 -0.317
C 0.346 -6.419 -5.400
S 0.172 -6.404 -3.592
S 0.949 -4.511 -3.084
H 0.062 -5.431 -5.799
H -0.292 -7.186 -5.871
H 1.396 -6.620 -5.671
H 2.262 -4.811 -3.171
```

Calculated values
**Relative energy (zero: lowest compared OMol25 entry of this formula, charge and spin)**: 28.2 kJ/mol
**HOMO**: -8.87 eV
**Orbital gap**: 0.343 Ha
**SMILES**: CSS.CSS
**Calculated total energy**: -1673.7276 Ha


Entry 2:
C59H45Cl5MoN3O4PTe | ωB97M-V/def2-TZVPD

Geometry as XYZ:
```
119
Properties=species:S:1:pos:R:3
Mo 0.403 -0.785 -0.902
C -3.319 -0.675 4.770
C -2.372 -0.308 3.667
C -1.895 0.983 3.509
C -1.031 1.336 2.468
C -0.617 2.734 2.247
O -0.456 3.198 1.127
C -0.424 3.571 3.461
C -0.704 4.935 3.413
C -0.531 5.723 4.535
C -0.061 5.160 5.711
C 0.257 3.811 5.755
C 0.078 3.019 4.637
C -0.639 0.333 1.551
O 0.192 0.533 0.564
C -1.159 -0.976 1.697
C -1.995 -1.287 2.748
C -0.825 -1.840 0.541
N -1.426 -1.439 -0.635
C -2.746 -0.860 -0.679
C -3.828 -1.770 -0.131
Te -3.916 -3.711 -1.086
C -3.711 -4.789 0.751
C -2.994 -5.976 0.777
C -2.827 -6.669 1.962
C -3.376 -6.181 3.135
C -4.114 -5.009 3.110
C -4.292 -4.323 1.920
C -0.420 -3.234 0.770
C 0.179 -3.597 1.980
C 0.714 -4.858 2.153
C 0.683 -5.781 1.122
C 0.084 -5.442 -0.077
C -0.468 -4.187 -0.249
H -3.554 0.184 5.392
H -2.889 -1.454 5.398
H -4.244 -1.068 4.350
H -2.222 1.755 4.190
H -1.071 5.366 2.491
H -0.763 6.778 4.499
H 0.070 5.773 6.592
H 0.642 3.374 6.666
H 0.339 1.972 4.664
H -2.370 -2.296 2.858
H -2.959 -0.602 -1.725
H -2.796 0.068 -0.083
H -4.791 -1.277 -0.231
H -3.634 -1.957 0.918
H -2.559 -6.358 -0.135
H -2.261 -7.589 1.969
H -3.240 -6.717 4.063
H -4.562 -4.630 4.019
H -4.896 -3.426 1.914
H 0.270 -2.869 2.774
H 1.183 -5.113 3.090
H 1.157 -6.742 1.243
H 0.058 -6.158 -0.888
H -0.923 -3.915 -1.193
Cl 6.804 -1.678 -3.069
C 5.344 -1.806 -2.170
C 5.204 -2.803 -1.204
Cl 6.504 -3.888 -0.911
C 4.018 -2.934 -0.485
Cl 3.812 -4.204 0.657
C 2.969 -2.036 -0.704
O 1.805 -2.079 -0.134
C 3.120 -1.017 -1.685
O 2.064 -0.261 -1.844
C 4.295 -0.924 -2.424
Cl 4.428 0.273 -3.656
N -0.675 -0.064 -3.750
P -0.365 0.934 -2.394
C -1.801 2.067 -2.439
C -2.190 2.632 -3.649
C -3.207 3.567 -3.688
C -3.832 3.964 -2.516
C -3.430 3.423 -1.307
C -2.409 2.487 -1.261
C 0.850 2.163 -2.929
C 1.338 2.255 -4.208
C 2.121 3.334 -4.611
C 2.341 4.411 -3.732
C 1.897 4.365 -2.455
C 1.301 3.131 -1.875
C -0.146 -1.330 -3.850
C -0.132 -1.986 -5.086
C 0.428 -3.243 -5.194
C 1.006 -3.808 -4.062
C 0.928 -3.120 -2.871
N 0.341 -1.922 -2.742
H -1.002 0.335 -4.623
H -1.675 2.363 -4.560
H -3.505 3.997 -4.633
H -4.614 4.710 -2.546
H -3.913 3.735 -0.393
H -2.063 2.105 -0.312
H 1.093 1.497 -4.942
H 2.524 3.360 -5.610
H 2.850 5.290 -4.099
H 2.060 5.187 -1.774
H 0.481 3.370 -1.184
H -0.569 -1.505 -5.947
H 0.417 -3.771 -6.136
H 1.476 -4.778 -4.096
H 1.312 -3.554 -1.958
Cl 5.921 5.805 2.486
C 4.883 4.873 1.463
C 3.563 4.655 1.830
C 2.747 3.895 1.012
C 3.239 3.336 -0.162
C 2.414 2.426 -1.013
C 4.560 3.586 -0.518
C 5.387 4.349 0.284
H 3.178 5.066 2.751
H 1.718 3.734 1.292
H 3.080 1.913 -1.708
H 1.917 1.690 -0.377
H 4.948 3.171 -1.435
H 6.414 4.521 -0.001
```

Calculated values
**Spin multiplicity**: 3
**⟨S²⟩**: 2.05
**Relative energy (zero: lowest compared OMol25 entry of this formula, charge and spin)**: 0.0 kJ/mol
**HOMO (spin up / spin down)**: -7.08 / -7.51 eV
**Orbital gap (spin up / spin down)**: 0.239 / 0.248 Ha
**Calculated total energy**: -5719.1361 Ha


Entry 3:
C6H6O2Sm | ωB97M-V/def2-TZVPD

Geometry as XYZ:
```
15
Properties=species:S:1:pos:R:3
C -0.964 0.182 3.074
C -1.063 -0.317 1.741
C -0.806 -0.932 0.207
C 0.843 -0.824 -0.021
C 0.985 0.217 -1.280
C -0.580 0.514 -1.777
O -0.805 1.293 -2.851
O -1.522 -0.156 -0.851
H -0.567 0.699 4.074
H -1.111 -2.050 0.036
H 1.319 -0.222 0.892
H 1.461 -1.828 -0.022
H 1.387 1.292 -0.955
H 1.670 -0.216 -2.132
Sm -0.246 2.346 -0.135
```

Calculated values
**Net charge**: +3
**Spin multiplicity**: 6
**⟨S²⟩**: 9.04
**HOMO (spin up / spin down)**: -22.17 / -22.85 eV
**Orbital gap (spin up / spin down)**: 0.147 / 0.282 Ha
**Calculated total energy**: -1039.0441 Ha


Entry 4:
C7H15N | ωB97M-V/def2-TZVPD

Geometry as XYZ:
```
23
Properties=species:S:1:pos:R:3
C -1.445 -0.849 0.518
C -2.211 0.479 0.353
C -1.771 1.163 -0.976
C -0.336 1.145 -1.180
N 1.955 -0.850 -0.947
C 1.748 0.161 -0.056
C 0.645 0.962 -0.184
C 2.688 0.154 1.229
H -1.899 -1.499 1.310
H -1.417 -1.459 -0.381
H -0.327 -0.792 0.725
H -2.014 1.148 1.232
H -3.245 0.317 0.319
H -2.358 1.930 -1.434
H -1.909 0.309 -1.638
H 0.101 1.303 -2.182
H -0.199 -2.846 0.293
H 1.515 -1.743 -0.652
H 1.416 -0.739 -1.807
H 0.362 1.531 0.736
H 2.423 -0.792 1.743
H 2.570 0.986 1.994
H 3.708 -0.020 0.982
```

Calculated values
**Relative energy (zero: lowest compared OMol25 entry of this formula, charge and spin)**: 722.9 kJ/mol
**HOMO**: -5.91 eV
**Orbital gap**: 0.153 Ha
**Calculated total energy**: -330.1926 Ha


Entry 5:
C8H8N6PdS3Sb | ωB97M-V/def2-TZVPD

Geometry as XYZ:
```
27
Properties=species:S:1:pos:R:3
Pd -0.395 -0.034 0.315
N -2.813 -1.759 -0.311
C -1.757 -2.288 -0.954
N -1.950 -3.409 -1.654
C -0.862 -3.832 -2.305
N -1.028 -4.978 -3.079
N 0.322 -3.271 -2.313
C 0.452 -2.157 -1.556
N -0.569 -1.649 -0.836
C 1.727 -1.489 -1.505
C 2.855 -2.001 -2.168
C 4.041 -1.312 -2.112
C 4.096 -0.120 -1.386
C 2.946 0.308 -0.746
N 1.792 -0.341 -0.801
H -3.720 -2.045 -0.635
H -2.677 -0.787 -0.029
H -1.749 -5.587 -2.727
H -0.147 -5.430 -3.265
H 2.746 -2.933 -2.707
H 4.923 -1.686 -2.619
H 5.010 0.456 -1.322
H 2.932 1.219 -0.156
S 0.081 3.697 2.084
Sb -1.333 1.915 1.778
S 0.098 -0.043 2.603
S -1.577 1.655 -0.830
```

Calculated values
**Net charge**: -2
**Spin multiplicity**: 2
**⟨S²⟩**: 0.78
**Relative energy (zero: lowest compared OMol25 entry of this formula, charge and spin)**: 213.3 kJ/mol
**HOMO (spin up / spin down)**: 0.16 / 0.28 eV
**Orbital gap (spin up / spin down)**: 0.166 / 0.160 Ha
**Calculated total energy**: -2200.9964 Ha


Entry 6:
C4H7NO4S | ωB97M-V/def2-TZVPD

Geometry as XYZ:
```
17
Properties=species:S:1:pos:R:3
C -0.653 -0.235 -0.937
C 0.757 1.380 3.510
C -1.349 0.474 -2.072
C 0.135 -1.528 -1.081
N 0.803 -2.069 -0.027
O 1.850 1.133 3.188
O -0.299 1.697 3.864
O 0.281 1.883 0.109
O -0.090 -0.228 1.620
S -0.734 0.630 0.593
H -0.674 0.079 -2.863
H -2.356 0.363 -2.434
H -1.117 1.528 -1.803
H -0.083 -1.980 -2.040
H 1.096 1.487 -0.280
H 1.316 -2.952 -0.211
H 1.118 -1.662 0.864
```

Calculated values
**Relative energy (zero: lowest compared OMol25 entry of this formula, charge and spin)**: 100.3 kJ/mol
**HOMO**: -8.07 eV
**Orbital gap**: 0.318 Ha
**Calculated total energy**: -910.4726 Ha


Entry 7:
C10H25BF4InN6SSi | ωB97M-V/def2-TZVPD

Geometry as XYZ:
```
49
Properties=species:S:1:pos:R:3
In 0.324 2.215 0.096
C 4.013 4.915 3.118
N 3.575 3.532 3.011
C 2.317 3.138 2.843
N 1.361 4.090 2.846
S 1.929 1.499 2.585
H 5.088 4.924 3.267
H 3.553 5.412 3.974
H 3.778 5.475 2.211
H 4.265 2.804 2.933
H 1.550 4.992 3.254
H 0.411 3.763 2.929
C -1.535 -2.930 -4.424
C -0.701 -1.894 -5.174
C -1.457 -0.575 -5.302
C 0.671 -1.681 -4.527
N 0.583 -1.258 -3.124
C 0.441 -1.985 -2.012
N 0.399 -1.183 -0.977
N 0.522 0.058 -1.499
N 0.633 0.023 -2.779
H -2.428 -3.175 -4.997
H -1.862 -2.549 -3.453
H -0.982 -3.861 -4.267
H -0.492 -2.281 -6.175
H -1.657 -0.137 -4.322
H -2.411 -0.728 -5.805
H -0.887 0.154 -5.882
H 1.210 -0.892 -5.046
H 1.260 -2.596 -4.550
H 0.381 -3.060 -1.988
C 0.681 -1.944 2.398
Si -1.033 -1.427 2.755
C -2.342 -2.439 1.981
C -1.336 -0.340 4.188
H 1.017 -2.709 3.106
H 1.365 -1.099 2.468
H 0.744 -2.345 1.387
H -2.441 -3.414 2.467
H -2.077 -2.599 0.934
H -3.302 -1.934 2.019
H -1.409 -0.895 5.127
H -2.259 0.224 4.045
H -0.505 0.364 4.263
F -3.385 0.306 1.719
B -2.281 0.907 1.201
F -1.956 2.106 1.819
F -1.070 -0.011 1.526
F -2.261 1.038 -0.166
```

Calculated values
**Net charge**: +1
**Relative energy (zero: lowest compared OMol25 entry of this formula, charge and spin)**: 5.3 kJ/mol
**HOMO**: -11.20 eV
**Orbital gap**: 0.331 Ha
**Calculated total energy**: -2026.7912 Ha


Entry 8:
CuF2Zn2 | ωB97M-V/def2-TZVPD

Geometry as XYZ:
```
5
Properties=species:S:1:pos:R:3
Cu 14.483 -18.846 -3.162
Zn 13.799 -18.316 -6.394
Zn 12.720 -21.762 -5.413
F 13.541 -19.901 -5.211
F 14.230 -17.294 -4.675
```

Calculated values
**Net charge**: +4
**Spin multiplicity**: 2
**⟨S²⟩**: 0.76
**Relative energy (zero: lowest compared OMol25 entry of this formula, charge and spin)**: 102.6 kJ/mol
**HOMO (spin up / spin down)**: -32.54 / -32.24 eV
**Orbital gap (spin up / spin down)**: 0.363 / 0.297 Ha
**Calculated total energy**: -5396.5692 Ha


Entry 9:
C24H21IrN8OS | ωB97M-V/def2-TZVPD

Geometry as XYZ:
```
56
Properties=species:S:1:pos:R:3
Ir 0.606 0.118 1.052
N 3.126 2.504 3.366
C 3.030 1.689 2.317
N 1.782 1.256 2.262
C 1.162 1.852 3.328
N 1.954 2.620 4.018
C -0.255 1.562 3.562
C -0.986 2.032 4.640
N -2.266 1.711 4.794
C -2.820 0.921 3.885
C -2.100 0.438 2.796
N -0.820 0.766 2.636
H 3.941 2.992 3.708
H 3.834 1.428 1.648
H -0.524 2.674 5.380
H -3.862 0.660 4.021
H -2.546 -0.212 2.056
S 2.681 1.462 -2.634
C 1.406 2.602 -2.292
C 1.049 3.745 -3.002
C -0.003 4.500 -2.525
C -0.692 4.131 -1.362
C -0.341 2.999 -0.656
C 0.719 2.234 -1.136
N 1.235 1.068 -0.572
C 2.251 0.567 -1.251
C 2.825 -0.636 -0.705
C 3.912 -1.361 -1.191
C 4.309 -2.495 -0.507
C 3.632 -2.890 0.646
C 2.548 -2.162 1.131
C 2.139 -1.029 0.450
H 1.580 4.034 -3.899
H -0.300 5.392 -3.057
H -1.510 4.747 -1.014
H -0.866 2.703 0.243
H 4.432 -1.045 -2.087
H 5.147 -3.077 -0.864
H 3.952 -3.779 1.174
H 2.038 -2.491 2.030
N -0.678 -0.992 -0.032
C -1.379 -1.499 -0.803
N -2.154 -2.125 -1.624
C -1.668 -3.289 -2.404
C -2.781 -4.320 -2.460
O -3.961 -3.740 -2.975
C -4.456 -2.730 -2.124
C -3.468 -1.580 -2.034
H -0.775 -3.689 -1.927
H -1.422 -2.949 -3.412
H -2.964 -4.738 -1.463
H -2.498 -5.126 -3.134
H -4.658 -3.138 -1.126
H -5.390 -2.375 -2.556
H -3.791 -0.836 -1.306
H -3.356 -1.104 -3.010
```

Calculated values
**Net charge**: +2
**Relative energy (zero: lowest compared OMol25 entry of this formula, charge and spin)**: 0.0 kJ/mol
**HOMO**: -14.03 eV
**Orbital gap**: 0.257 Ha
**Calculated total energy**: -1942.4899 Ha


Entry 10:
C6H16B3F12NO2Ti | ωB97M-V/def2-TZVPD

Geometry as XYZ:
```
41
Properties=species:S:1:pos:R:3
Ti -1.333 -1.172 1.838
C -2.764 -0.401 -1.131
O -1.493 -0.240 -0.459
C -0.385 -0.780 -1.181
C 0.173 0.176 -2.228
N 0.044 1.585 -1.837
H -0.861 1.997 -2.324
H -0.133 1.639 -0.830
C 1.188 2.441 -2.189
C 2.346 2.311 -1.242
O 3.008 1.096 -1.472
C 4.131 0.973 -0.615
H -2.779 0.179 -2.056
H -3.527 -0.007 -0.461
H -2.971 -1.460 -1.309
H -0.636 -1.736 -1.646
H 0.395 -1.003 -0.452
H -0.384 0.129 -3.177
H 1.216 -0.037 -2.419
H 0.813 3.468 -2.254
H 1.464 2.195 -3.218
H 2.003 2.389 -0.203
H 3.032 3.162 -1.419
H 4.835 1.793 -0.798
H 4.610 0.034 -0.879
H 3.813 0.959 0.430
B -0.067 -3.609 1.168
F -0.271 -3.618 -0.208
F 0.548 -2.325 1.526
F -1.328 -3.529 1.845
F 0.696 -4.650 1.621
B 0.611 0.942 2.560
F 0.702 2.254 2.996
F 1.843 0.316 2.536
F -0.313 0.159 3.334
F 0.053 0.927 1.232
B -3.706 -1.302 3.017
F -3.551 -0.017 2.466
F -2.521 -1.598 3.769
F -4.826 -1.445 3.768
F -3.672 -2.195 1.900
```

Calculated values
**Net charge**: -1
**Spin multiplicity**: 4
**⟨S²⟩**: 3.75
**Relative energy (zero: lowest compared OMol25 entry of this formula, charge and spin)**: 0.0 kJ/mol
**HOMO (spin up / spin down)**: -1.28 / -8.44 eV
**Orbital gap (spin up / spin down)**: 0.148 / 0.409 Ha
**Calculated total energy**: -2566.6044 Ha


Entry 11:
C21H42Cl6O15 | ωB97M-V/def2-TZVPD

Geometry as XYZ:
```
84
Properties=species:S:1:pos:R:3
C -9.523 -17.235 -8.916
O -9.237 -18.593 -8.568
C -8.072 -18.908 -7.882
O -7.117 -18.126 -7.710
O -8.103 -20.245 -7.570
C -6.946 -20.808 -6.975
H -10.294 -17.248 -9.687
H -8.676 -16.634 -9.246
H -9.764 -16.733 -7.979
H -6.822 -20.815 -5.892
H -6.040 -20.263 -7.238
H -6.980 -21.860 -7.257
C -10.328 -13.129 -10.442
O -11.034 -13.002 -9.223
C -10.509 -13.512 -8.059
O -9.475 -14.189 -7.975
O -11.244 -13.043 -7.062
C -10.822 -13.185 -5.760
H -9.866 -14.104 -10.596
H -9.495 -12.436 -10.563
H -11.041 -12.943 -11.246
H -9.737 -13.162 -5.659
H -11.099 -14.108 -5.250
H -11.305 -12.492 -5.073
C -0.176 -15.053 -5.597
O -1.039 -16.072 -6.077
C -2.329 -15.852 -6.109
O -2.989 -14.948 -5.677
O -2.860 -16.976 -6.489
C -4.225 -17.253 -6.242
H -0.708 -14.469 -4.845
H -0.004 -14.284 -6.350
H 0.784 -15.293 -5.141
H -4.818 -16.385 -6.532
H -4.488 -17.375 -5.192
H -4.633 -18.059 -6.851
C -11.140 -19.680 -5.891
O -10.071 -20.380 -5.412
C -10.140 -21.730 -5.368
O -11.054 -22.321 -5.859
O -9.018 -22.173 -4.747
C -8.929 -23.512 -4.321
H -10.890 -18.625 -5.778
H -12.172 -19.809 -5.565
H -11.181 -19.696 -6.980
H -9.116 -24.193 -5.152
H -9.795 -23.670 -3.678
H -8.079 -23.772 -3.691
C -3.318 -21.855 -13.559
O -4.466 -22.705 -13.379
C -4.955 -22.926 -12.147
O -5.922 -23.705 -11.970
O -4.355 -22.151 -11.161
C -4.797 -22.293 -9.836
H -2.509 -22.458 -13.971
H -2.748 -21.403 -12.747
H -3.417 -21.094 -14.333
H -5.875 -22.147 -9.782
H -4.345 -21.537 -9.193
H -4.520 -23.246 -9.384
Cl -9.928 -20.448 -12.237
C -10.254 -21.406 -10.716
C -11.566 -22.248 -11.008
Cl -11.473 -23.367 -12.423
H -10.359 -20.666 -9.923
H -9.363 -22.004 -10.530
H -12.447 -21.622 -11.146
H -11.916 -22.820 -10.149
Cl -3.441 -18.707 -10.314
C -5.211 -18.711 -10.275
C -5.823 -17.354 -10.741
Cl -5.506 -16.081 -9.572
H -5.579 -19.046 -9.305
H -5.593 -19.498 -10.925
H -6.906 -17.405 -10.853
H -5.291 -17.096 -11.657
Cl -6.785 -27.623 -7.676
C -6.585 -26.689 -9.146
C -6.100 -25.255 -8.940
Cl -7.132 -24.392 -7.785
H -7.557 -26.720 -9.638
H -5.869 -27.254 -9.742
H -6.131 -24.587 -9.802
H -5.064 -25.221 -8.605
```

Calculated values
**HOMO**: -10.43 eV
**Orbital gap**: 0.399 Ha
**SMILES**: COC(=O)OC.COC(=O)OC.COC(=O)OC.COC(=O)OC.COC(=O)OC.ClCCCl.ClCCCl.ClCCCl
**Calculated total energy**: -4715.0389 Ha